ORCA calculation (ωB97M-V with the def2-TZVPD basis set) on 2 unconnected molecules or ions with the total composition C6H12O.

## Properties
Relative energy (zero: lowest compared OMol25 entry of this formula, charge and spin) (eV): 2.087
Highest occupied orbital energy (Ha): -0.3513
SMILES string: C=C[C@H](C=O)CC.[H][H]
DFT total energy (a.u.): -310.9826
Orbital gap (eV): 10.62

Each line ends with the natural charge from an NBO analysis.
Cartesian coordinates (Å):
C: -2.596 -0.255 0.054  -0.377
C: -1.401 -0.221 -0.528  -0.172
C: -0.166 0.385 0.103  -0.386
C: 1.132 -0.239 -0.440  -0.381
C: 2.385 0.267 0.272  -0.611
C: -0.170 1.872 -0.201  0.462
O: -0.029 2.746 0.619  -0.518
H: -1.028 -2.552 0.786  0.004
H: -2.752 0.134 1.059  0.199
H: -3.464 -0.666 -0.456  0.205
H: -0.500 -3.082 0.846  -0.008
H: -1.286 -0.612 -1.541  0.202
H: -0.203 0.279 1.194  0.227
H: 1.203 -0.030 -1.517  0.198
H: 1.059 -1.330 -0.345  0.216
H: 3.287 -0.168 -0.170  0.214
H: 2.369 -0.001 1.334  0.209
H: 2.472 1.358 0.211  0.213
H: -0.312 2.113 -1.280  0.104